DFT (ωB97M-V/def2-TZVPD) results for a cluster of 3 separate species, C4H15NO2 in total at a distorted geometry.

Bonds (Å) are listed after each position.
Geometry (Å):
1 C -2.2542 -1.5340 0.6126  C2 1.565, H6 1.078, H7 1.084, H8 1.037
2 C -0.9348 -1.6888 1.4404  C1 1.565, C3 1.578, H9 1.103, H10 1.040
3 C 0.2628 -1.7031 0.4128  C2 1.578, C4 1.467, H11 1.041, H12 1.061
4 C 0.5795 -0.4730 -0.3211  C3 1.467, N5 1.560, H13 1.052, H14 1.013
5 N 0.7139 0.8393 0.5116  C4 1.560, H15 1.076, H16 0.990
6 H -3.1227 -1.7170 1.2236  C1 1.078
7 H -2.3368 -0.5061 0.2774  C1 1.084
8 H -2.3588 -2.1002 -0.2503  C1 1.037
9 H -0.7819 -2.5218 2.1473  C2 1.103
10 H -0.7816 -0.7929 1.9456  C2 1.040
11 H 0.1220 -2.5154 -0.2225  C3 1.041
12 H 1.1443 -1.8363 0.9884  C3 1.061
13 H 1.4073 -0.6318 -0.9505  C4 1.052
14 H -0.1772 -0.2204 -0.9458  C4 1.013
15 H -0.2439 1.2304 0.8076  N5 1.076
16 H 1.1889 0.5746 1.3384  N5 0.990
17 H 2.0662 2.0355 -2.9987  O19 0.980
18 H 0.5658 1.6799 -2.7868  O19 0.946
19 O 1.4444 1.4388 -2.5320  H17 0.980, H18 0.946
20 H 0.8203 2.7329 -0.2370  O22 1.021
21 H 1.8262 3.9598 -0.3122  O22 1.011
22 O 0.8504 3.7495 -0.1488  H20 1.021, H21 1.011

frontier orbital gap: 10.4110 eV
M: 109.169 g mol⁻¹
LUMO energy: 0.72 eV
total charge: 0
largest force on an atom: 3.4 eV/Å
HOMO level: -9.69 eV
energy above the lowest of the compared OMol25 structures with the same formula, charge and spin: 1.734 eV
SMILES: CCCCN.O.O


DFT (ωB97M-V/def2-TZVPD) results for a cluster of 3 separate species, C4H15NO2 in total at a distorted geometry.

Bonds (Å) are listed after each position.
Geometry (Å):
1 C 1.1608 -0.1393 -1.7170  C2 1.513, H6 1.122, H7 1.022, H8 1.038
2 C 0.7711 0.9017 -0.6906  C1 1.513, C3 1.576, H9 1.164, H10 1.209
3 C -0.6201 0.6741 0.0140  C2 1.576, N4 1.476, H11 1.089, H12 1.100
4 N -0.5273 -0.0386 1.3032  C3 1.476, C5 1.494, H13 1.100
5 C -0.6442 0.8683 2.4849  N4 1.494, H14 1.067, H15 1.008, H16 1.123
6 H 1.5009 -1.0581 -1.1697  C1 1.122
7 H 0.4174 -0.5640 -2.2757  C1 1.022
8 H 2.0555 0.1983 -2.1196  C1 1.038
9 H 1.6650 1.0869 0.0309  C2 1.164
10 H 0.6370 1.9681 -1.2440  C2 1.209
11 H -0.7288 1.7466 0.1696  C3 1.089
12 H -1.1734 0.2275 -0.8247  C3 1.100
13 H -1.4232 -0.6676 1.4141  N4 1.100
14 H 0.1147 1.6180 2.4776  C5 1.067
15 H -1.5226 1.3171 2.6923  C5 1.008
16 H -0.2869 0.3376 3.4077  C5 1.123
17 H 1.6076 -2.8147 1.2914  O19 0.995
18 H 2.5400 -1.6246 1.5044  O19 0.898
19 O 2.3521 -2.4384 1.8339  H17 0.995, H18 0.898
20 H -3.2493 0.1408 -2.8875  O22 0.908
21 H -2.2249 0.7509 -3.7243  O22 0.919
22 O -2.3827 0.4107 -2.8856  H20 0.908, H21 0.919

frontier orbital gap: 9.3678 eV
M: 109.169 g mol⁻¹
LUMO energy: 0.61 eV
total charge: 0
largest force on an atom: 5.0 eV/Å
HOMO level: -8.76 eV
energy above the lowest of the compared OMol25 structures with the same formula, charge and spin: 3.048 eV
SMILES: CCCNC.O.O


DFT (ωB97M-V/def2-TZVPD) results for a cluster of 5 separate species, C4H15NO2S in total at a distorted geometry.

Bonds (Å) are listed after each position.
Geometry (Å):
1 C -1.0794 -0.7119 -1.4874  N2 1.411, C6 1.543, H7 1.102, H8 1.090
2 N -2.3923 -1.0014 -1.0592  C1 1.411, H9 1.096, H19 1.018
3 C -0.0503 2.0790 2.1942  C4 1.323, H10 1.090, H11 1.082
4 C -0.8333 1.0248 2.3581  C3 1.323, H12 1.077, H13 1.080
5 S 1.8241 0.9540 -1.6730  H14 1.336
6 C -0.0770 -1.8148 -1.0860  C1 1.543, H15 1.089, H16 1.082, H17 1.086
7 H -1.1052 -0.6547 -2.5873  C1 1.102
8 H -0.7306 0.2409 -1.0903  C1 1.090
9 H -2.4378 -1.2776 0.0005  N2 1.096
10 H -0.4093 3.0904 2.3865  C3 1.090
11 H 0.9380 1.9808 1.7658  C3 1.082
12 H -0.4539 0.0708 2.6845  C4 1.077
13 H -1.9122 1.0738 2.3406  C4 1.080
14 H 2.4052 1.6409 -2.6607  S5 1.336
15 H 0.8948 -1.4725 -1.4381  C6 1.089
16 H -0.0737 -1.9200 -0.0088  C6 1.082
17 H -0.2768 -2.7831 -1.5351  C6 1.086
18 H -2.0663 -3.0416 1.0065  O20 0.963
19 H -2.7629 -1.8272 -1.5244  N2 1.018
20 O -2.4867 -2.1773 1.0625  H18 0.963
21 H 2.5232 0.9144 0.3739  O23 0.959
22 H 3.3524 0.4495 1.6217  O23 0.957
23 O 2.5506 0.8842 1.3319  H21 0.959, H22 0.957

frontier orbital gap: 3.2157 eV
M: 141.236 g mol⁻¹
LUMO energy: -5.17 eV
total charge: 0
largest force on an atom: 1.6 eV/Å
HOMO level: -8.39 eV
energy above the lowest of the compared OMol25 structures with the same formula, charge and spin: 8.638 eV